Record 1
C22H49Cl12O12P3 | the ωB97M-V functional and the def2-TZVPD basis

Results
E_tot (eV): -226319.9901
Frontier orbital gap (alpha / beta) (eV): 1.9988 / 7.9048
Charge: -1
Multiplicity: 2
HOMO level (alpha / beta) (eV): -0.18 / -6.09

```
98
C22H49Cl12O12P3 | the Open Molecules 2025 dataset | the ωB97M-V functional and the def2-TZVPD basis
C 5.778 -15.284 4.930
C 6.546 -14.446 3.941
O 7.152 -15.467 3.046
P 6.691 -15.300 1.499
O 5.323 -14.859 1.324
O 7.884 -14.465 0.823
C 8.143 -14.531 -0.613
C 8.968 -15.746 -0.994
O 7.004 -16.854 1.096
C 5.926 -17.721 0.759
C 5.343 -17.408 -0.536
H 5.050 -15.901 4.403
H 6.495 -15.941 5.423
H 5.340 -14.593 5.650
H 5.873 -13.729 3.472
H 7.245 -13.809 4.483
H 7.292 -14.460 -1.289
H 8.727 -13.638 -0.835
H 9.336 -16.381 -0.187
H 8.559 -16.331 -1.818
H 9.928 -15.442 -1.410
H 6.409 -18.690 0.640
H 5.250 -17.882 1.599
H 6.011 -17.316 -1.393
H 4.612 -18.202 -0.691
H 4.758 -16.493 -0.623
C -1.366 -6.917 -7.952
C -1.248 -8.297 -8.623
O -0.295 -9.039 -7.800
P -0.062 -10.612 -8.000
O -1.396 -11.340 -8.066
O 0.919 -10.699 -9.290
C 2.290 -10.305 -9.304
C 3.153 -11.358 -8.778
O 0.901 -10.859 -6.712
C 0.323 -10.789 -5.409
C 1.219 -9.950 -4.414
H -0.397 -6.468 -8.169
H -2.118 -6.312 -8.460
H -1.655 -6.868 -6.902
H -2.226 -8.778 -8.623
H -0.977 -8.116 -9.663
H 2.594 -10.289 -10.351
H 2.470 -9.264 -9.032
H 3.046 -12.316 -9.286
H 4.199 -11.051 -8.804
H 2.907 -11.593 -7.742
H -0.701 -10.417 -5.451
H 0.032 -11.803 -5.134
H 1.363 -8.920 -4.741
H 0.779 -9.943 -3.417
H 2.183 -10.453 -4.341
C 3.054 -8.689 1.815
C 1.771 -9.123 1.181
O 1.753 -10.507 1.479
P 1.340 -11.599 0.385
O 0.159 -11.225 -0.423
O 2.791 -11.887 -0.382
C 2.879 -12.872 -1.445
C 3.747 -14.031 -1.085
O 1.166 -12.889 1.314
C 2.241 -13.314 2.170
C 2.213 -12.582 3.485
H 3.183 -8.989 2.855
H 3.881 -8.926 1.146
H 3.026 -7.600 1.852
H 0.910 -8.612 1.612
H 1.813 -8.988 0.100
H 1.862 -13.200 -1.657
H 3.197 -12.355 -2.350
H 3.883 -14.732 -1.909
H 4.684 -13.752 -0.604
H 3.198 -14.632 -0.360
H 1.992 -14.342 2.434
H 3.195 -13.222 1.652
H 2.378 -11.524 3.282
H 1.260 -12.752 3.985
H 3.015 -12.886 4.158
C 1.963 -15.182 -4.948
Cl 2.828 -16.430 -4.036
Cl 3.123 -14.173 -5.848
Cl 0.815 -14.280 -3.997
H 1.417 -15.750 -5.701
C 0.064 -16.397 -0.444
Cl 0.153 -17.440 -1.913
Cl -0.026 -17.447 0.946
Cl -1.171 -15.135 -0.303
H 0.978 -15.822 -0.299
C 0.473 -15.966 5.291
Cl 0.139 -17.620 5.833
Cl -0.806 -15.510 4.051
Cl 2.204 -15.662 4.741
H 0.403 -15.414 6.228
C 2.612 -5.840 4.278
Cl 0.889 -6.218 4.016
Cl 3.558 -7.177 4.886
Cl 2.591 -4.432 5.332
H 3.172 -5.614 3.371
```



Record 2
C30H33F5N10NdO2PS | the ωB97M-V functional and the def2-TZVPD basis

Results
E_tot (eV): -99616.2642
Frontier orbital gap (alpha / beta) (eV): 7.3883 / 7.4170
ΔE to the lowest compared entry with this formula, charge and spin (kcal/mol): 1.8
Charge: +2
Multiplicity: 4
HOMO level (alpha / beta) (eV): -13.10 / -13.10

```
83
C30H33F5N10NdO2PS | the Open Molecules 2025 dataset | the ωB97M-V functional and the def2-TZVPD basis
Nd 0.438 0.773 0.370
C -5.729 2.473 -0.551
C -5.230 1.068 -0.232
N -4.027 0.662 -0.977
C -2.791 1.160 -0.680
S -1.472 0.613 -1.711
N -2.685 1.980 0.319
N -1.444 2.270 0.803
C -1.319 3.384 1.439
C -2.405 4.402 1.530
C -0.017 3.584 2.108
C 0.102 4.390 3.232
C 1.326 4.469 3.878
C 2.406 3.777 3.356
C 2.210 3.013 2.222
N 1.028 2.893 1.610
H -6.632 2.687 0.021
H -5.969 2.561 -1.611
H -4.972 3.207 -0.292
H -6.004 0.341 -0.481
H -5.000 0.975 0.830
H -4.176 0.483 -1.959
H -2.925 4.461 0.576
H -2.007 5.382 1.779
H -3.143 4.111 2.281
H -0.760 4.917 3.613
H 1.433 5.062 4.776
H 3.377 3.815 3.828
H 3.036 2.462 1.786
O 6.977 -0.154 -4.364
N 6.099 -0.847 -3.905
O 6.012 -2.057 -4.007
C 4.990 -0.152 -3.222
C 4.618 1.039 -3.727
C 3.516 1.753 -3.171
C 3.126 3.018 -3.645
C 2.052 3.647 -3.070
C 1.379 3.004 -2.031
N 1.736 1.825 -1.545
C 2.791 1.190 -2.109
C 3.180 -0.100 -1.584
N 2.435 -0.626 -0.583
C 2.820 -1.772 -0.048
C 3.960 -2.461 -0.451
C 4.713 -1.958 -1.483
C 4.310 -0.761 -2.108
H 5.157 1.455 -4.568
H 3.678 3.477 -4.456
H 1.721 4.616 -3.412
H 0.510 3.464 -1.572
H 2.214 -2.143 0.774
H 4.254 -3.371 0.052
H 5.604 -2.473 -1.805
C -2.150 -4.602 -1.431
N -3.008 -3.654 -0.596
C -3.124 -4.240 0.814
N -1.836 -4.434 1.368
C -1.048 -5.334 0.533
N -0.886 -4.793 -0.815
C -0.028 -3.615 -0.851
P -0.692 -2.189 0.176
C -2.413 -2.283 -0.570
C -1.131 -3.201 1.692
H -2.044 -4.170 -2.425
H -2.691 -5.547 -1.497
H -3.938 -3.593 -1.012
H -3.647 -5.191 0.717
H -3.717 -3.550 1.413
H -1.556 -6.297 0.470
H -0.070 -5.490 0.984
H 0.086 -3.269 -1.881
H 0.960 -3.895 -0.482
H -2.361 -1.898 -1.585
H -3.077 -1.626 -0.009
H -1.742 -2.582 2.353
H -0.215 -3.435 2.232
F 1.746 0.074 1.992
C 0.712 -0.781 2.611
F -0.482 0.024 2.264
C 0.911 -0.435 4.086
F 2.134 -0.807 4.459
F 0.789 0.895 4.330
F 0.015 -1.067 4.836
```



Record 3
C19H23BrNOS | the ωB97M-V functional and the def2-TZVPD basis

Results
E_tot (eV): -104483.0442
Frontier orbital gap (eV): 6.0304
ΔE to the lowest compared entry with this formula, charge and spin (kcal/mol): 8.8
Charge: +1
Multiplicity: 1
HOMO level (eV): -10.62

```
46
C19H23BrNOS | the Open Molecules 2025 dataset | the ωB97M-V functional and the def2-TZVPD basis
C 0.500 -3.679 2.049
S 1.039 -2.124 1.237
C 2.161 -2.945 0.048
C -0.269 -1.764 0.213
C -1.302 -0.934 0.709
C -2.536 -0.774 -0.140
C -2.967 -1.690 -1.120
C -4.235 -1.554 -1.707
C -5.069 -0.482 -1.330
Br -6.775 -0.239 -2.086
C -4.612 0.472 -0.408
C -3.353 0.317 0.176
O -1.201 -0.322 1.795
H 1.380 -4.008 2.619
H -0.354 -3.450 2.690
H 0.233 -4.393 1.265
H 3.077 -3.170 0.613
H 1.675 -3.866 -0.287
H 2.372 -2.272 -0.790
H -0.348 -2.391 -0.679
H -2.339 -2.537 -1.402
H -4.605 -2.278 -2.427
H -5.224 1.315 -0.104
H -3.018 1.017 0.934
C 1.412 0.386 -2.852
N 1.721 0.714 -1.470
C 3.046 0.387 -0.953
C 0.803 1.339 -0.748
C 1.077 2.310 0.272
C 2.333 2.977 0.444
C 2.603 3.642 1.636
C 1.594 3.803 2.592
C 0.285 3.382 2.316
C 0.017 2.692 1.138
H 2.169 -0.284 -3.254
H 0.433 -0.101 -2.890
H 1.364 1.290 -3.473
H 3.433 -0.443 -1.548
H 3.750 1.220 -1.019
H 2.977 0.054 0.088
H -0.233 1.150 -1.056
H 3.086 2.953 -0.343
H 3.604 4.032 1.826
H 1.804 4.316 3.528
H -0.522 3.564 3.019
H -0.987 2.369 0.878
```



Record 4
C18H42N8O12Pb | the ωB97M-V functional and the def2-TZVPD basis

Results
E_tot (eV): -61083.0656
Frontier orbital gap (eV): 8.7733
Multiplicity: 1
HOMO level (eV): -8.23

```
81
C18H42N8O12Pb | the Open Molecules 2025 dataset | the ωB97M-V functional and the def2-TZVPD basis
Pb 0.267 -0.040 -0.129
N -0.082 1.093 -3.663
O 0.536 2.134 -3.930
O -0.287 0.790 -2.445
O -0.431 0.279 -4.545
N -0.485 -0.022 3.579
O -0.576 -1.131 4.166
O 0.033 0.014 2.413
O -0.948 1.030 4.084
C 1.510 4.191 1.604
C 0.912 3.735 0.265
O 0.977 2.562 -0.083
N 0.296 4.665 -0.484
C -0.563 4.396 -1.641
H 1.877 3.338 2.157
H 0.759 4.839 2.057
H 2.335 4.874 1.380
H 0.150 5.560 -0.043
H -0.927 5.334 -2.057
H -1.484 3.849 -1.430
H 0.086 3.862 -2.330
C 1.758 -3.909 -2.424
C 0.852 -2.714 -2.625
O 0.390 -2.108 -1.659
N 0.540 -2.331 -3.875
C 1.337 -2.748 -5.018
H 1.167 -4.824 -2.393
H 2.202 -3.777 -1.430
H 2.669 -4.056 -3.004
H 0.031 -1.443 -3.904
H 0.864 -2.392 -5.931
H 1.230 -3.831 -5.126
H 2.390 -2.482 -4.970
C -3.901 2.605 0.032
C -2.651 2.232 0.808
O -1.955 1.297 0.420
N -2.401 2.796 2.008
C -3.198 3.759 2.723
H -3.909 3.624 -0.365
H -4.811 2.469 0.620
H -4.029 2.002 -0.866
H -1.562 2.388 2.416
H -3.087 3.600 3.793
H -4.267 3.658 2.531
H -2.904 4.777 2.454
C 2.377 -2.734 2.896
C 1.693 -2.723 1.547
O 1.917 -1.791 0.771
N 0.762 -3.645 1.278
C 0.600 -4.928 1.928
H 1.673 -3.018 3.675
H 2.725 -1.718 3.061
H 3.284 -3.344 2.898
H 0.200 -3.407 0.469
H 1.589 -5.265 2.223
H 0.076 -5.593 1.241
H -0.109 -4.847 2.760
C -2.902 -2.806 2.303
C -2.674 -1.914 1.112
O -1.559 -1.725 0.636
N -3.740 -1.319 0.516
C -5.108 -1.307 0.994
H -3.050 -2.210 3.208
H -2.026 -3.415 2.509
H -3.764 -3.475 2.277
H -3.537 -0.927 -0.389
H -5.734 -1.828 0.264
H -5.539 -0.306 1.071
H -5.192 -1.763 1.975
C 3.983 1.135 -3.129
C 3.442 0.850 -1.720
O 2.328 0.375 -1.569
N 4.313 1.052 -0.711
C 3.985 0.937 0.697
H 4.622 0.303 -3.420
H 4.555 2.063 -3.076
H 3.141 1.265 -3.801
H 5.235 1.378 -0.937
H 4.167 -0.095 1.000
H 2.967 1.193 0.988
H 4.587 1.606 1.313
```